No. 1
6
Properties=species:S:1:pos:R:3:lowdin_charge:R:1 method="wB97M-V/def2-TZVPD" smiles=CC#N mol_weight_g_mol=41.05 gap_ev=12.47
C 0.34 -0.35 -0.12 -0.08
C -0.75 0.52 0.29 -0.29
N -1.45 1.41 0.54 0.12
H 0.06 -1.03 -0.94 0.08
H 1.04 0.40 -0.45 0.08
H 0.74 -0.95 0.70 0.08

---

No. 2
72
Properties=species:S:1:pos:R:3:lowdin_charge:R:1 method="wB97M-V/def2-TZVPD" mol_weight_g_mol=510.56 gap_ev=7.39 charge=-1
C -1.85 5.65 2.89 -0.11
C -3.44 5.66 3.05 -0.24
C -4.16 4.71 2.01 -0.20
C -4.60 3.31 2.59 -0.09
C -3.45 2.26 2.72 -0.21
O -2.13 2.60 2.26 0.02
C -2.26 2.36 0.85 -0.49
O -1.72 3.06 0.06 0.14
O -3.11 1.28 0.68 0.07
C -3.57 0.87 2.01 -0.27
C -2.49 -0.18 2.44 -0.08
C -2.73 -1.63 1.88 -0.05
C -1.86 -2.03 0.64 -0.40
O -1.56 -3.20 0.53 0.06
N -1.42 -1.13 -0.41 0.10
C -0.21 -0.44 -0.05 -0.24
C 0.70 -0.85 1.03 -0.04
C 1.87 -0.06 1.32 -0.09
C 2.19 1.14 0.57 -0.09
C 1.33 1.55 -0.55 -0.06
C 0.15 0.74 -0.82 -0.04
C -5.05 0.35 2.20 -0.68
O -5.29 -0.15 3.32 -0.03
O -5.87 0.45 1.23 -0.06
H -1.45 4.98 3.69 0.06
H -1.44 6.70 2.96 0.06
H -1.55 5.22 1.90 0.06
H -3.75 6.72 2.78 0.09
H -3.77 5.51 4.11 0.10
H -5.12 5.24 1.72 0.11
H -3.56 4.66 1.07 0.11
H -4.98 3.50 3.63 0.12
H -5.48 2.96 2.00 0.12
H -3.35 1.94 3.80 0.16
H -2.56 -0.26 3.57 0.13
H -1.44 0.18 2.25 0.12
H -2.44 -2.35 2.70 0.13
H -3.80 -1.87 1.63 0.14
H -2.17 -0.48 -0.66 0.13
H 0.47 -1.77 1.62 0.11
H 2.56 -0.34 2.15 0.09
H 3.07 1.80 0.77 0.09
H 1.52 2.45 -1.17 0.09
H -0.49 1.09 -1.67 0.11
O 3.15 2.94 -3.13 0.09
C 3.65 1.87 -3.38 -0.53
O 4.58 1.34 -2.57 0.00
C 5.09 0.01 -2.68 -0.23
C 6.23 -0.07 -3.68 -0.07
C 3.31 1.15 -4.66 0.01
H 4.28 -0.70 -2.90 0.12
H 5.46 -0.26 -1.69 0.12
H 5.90 0.20 -4.68 0.06
H 6.64 -1.08 -3.71 0.08
H 7.02 0.63 -3.40 0.08
H 3.92 1.54 -5.47 0.09
H 2.26 1.33 -4.88 0.09
H 3.42 0.07 -4.60 0.07
O 4.55 -6.26 -1.70 0.09
C 3.34 -6.22 -1.63 -0.54
O 2.68 -5.19 -2.19 0.00
C 1.25 -5.14 -2.34 -0.23
C 0.59 -4.60 -1.09 -0.07
C 2.57 -7.25 -0.85 0.00
H 0.86 -6.11 -2.64 0.11
H 1.06 -4.46 -3.17 0.12
H 0.77 -5.25 -0.23 0.07
H -0.49 -4.51 -1.23 0.07
H 0.99 -3.62 -0.83 0.08
H 2.56 -6.96 0.20 0.10
H 3.07 -8.21 -0.96 0.09
H 1.55 -7.39 -1.20 0.07